Entry 1:
# C2H2N4

C2H2N4 as an isolated structure (ωB97M-V/def2-TZVPD, the Open Molecules 2025 dataset).

Geometry as XYZ:
```
8
Properties=species:S:1:pos:R:3:forces:R:3
N 0.5211 -2.2017 -0.6366 -12.7162 3.7677 2.8104
N 0.9549 0.0588 0.6786 -1.6509 2.1064 1.3455
N -0.6402 -1.8029 -0.3459 12.8712 -6.1635 -3.6956
N 1.7491 0.4382 -0.1402 -2.4566 1.0940 -1.5246
C -0.6812 0.0556 0.2121 2.1219 1.1708 0.2733
C -1.6496 0.7821 0.1337 0.6066 -0.2434 -0.0810
H 2.2615 1.2984 0.1470 1.3153 -1.6752 0.7103
H -2.5157 1.3714 -0.0488 -0.0913 -0.0569 0.1617
```
Positions in Å, forces in eV/Å.

Calculated values
Net charge   0
E_HOMO (spin up / spin down)   -9.24 / -9.15 eV
Calculated total energy   -296.14450 hartree
Energy above the lowest of the compared OMol25 structures with the same formula, charge and spin   175.9 kcal per mole
Spin multiplicity   1
Gap between HOMO and LUMO (spin up / spin down)   7.90 / 8.09 eV



Entry 2:
# C2H2N4

The molecule C2H2N4 (ωB97M-V/def2-TZVPD, the Open Molecules 2025 dataset).

Geometry as XYZ:
```
8
Properties=species:S:1:pos:R:3:forces:R:3
C -1.1151 -0.2772 -0.2871 1.0881 0.1160 0.2752
N 0.0163 -1.0070 0.1144 -0.0237 0.3830 -0.0389
C 1.0911 -0.3382 0.3308 -0.2304 0.6962 -0.1492
N 1.2136 1.0797 0.1903 -1.0051 -0.7978 -0.1981
N 0.2139 1.7352 -0.1764 -1.7019 -1.6617 -0.2525
N -1.1369 1.0064 -0.4604 1.9595 0.1294 0.5415
H -2.0008 -0.9298 -0.4435 0.4621 0.9194 0.0014
H 2.0205 -0.8324 0.6490 -0.5487 0.2155 -0.1793
```
Positions in Å, forces in eV/Å.

Calculated values
SMILES string   c1ncnnn1
Net charge   0
E_HOMO   -10.17 eV
Calculated total energy   -296.34131 hartree
Energy above the lowest of the compared OMol25 structures with the same formula, charge and spin   52.4 kcal per mole
Spin multiplicity   1
Gap between HOMO and LUMO   9.44 eV



Entry 3:
# C2H2N4O2

The molecule C2H2N4O2 (ωB97M-V/def2-TZVPD, the Open Molecules 2025 dataset).

Geometry as XYZ:
```
10
Properties=species:S:1:pos:R:3:forces:R:3
O -2.7728 -0.2559 0.4223 3.0310 0.4768 -0.5654
C -1.6187 -0.2127 -0.0626 -7.6825 2.8044 0.9831
N -1.0508 0.9907 -0.4442 1.1376 0.3579 1.4377
C 0.1896 1.0070 -0.1084 0.8333 0.6336 -2.5583
N 0.7920 -0.2194 0.2152 -1.4113 -1.3059 -0.8648
O 2.1464 -0.3888 0.0019 1.1488 2.2535 5.0427
N 0.1672 -1.4492 -0.2058 -2.3722 1.7667 -0.6537
N -1.1177 -1.3666 -0.4475 6.2716 -3.2622 0.2274
H 0.8169 1.9588 -0.3807 -0.7837 -2.1587 0.9954
H 2.4479 -0.0639 1.0098 -0.1727 -1.5660 -4.0441
```
Positions in Å, forces in eV/Å.

Calculated values
SMILES string   O=c1ncn(O)nn1
Net charge   0
E_HOMO   -10.54 eV
Calculated total energy   -446.74190 hartree
Energy above the lowest of the compared OMol25 structures with the same formula, charge and spin   144.8 kcal per mole
Spin multiplicity   1
Gap between HOMO and LUMO   9.52 eV



- Look up the energy above the lowest of the compared OMol25 structures with the same formula, charge and spin of the third one.
  144.8 kcal per mole